Record 1
The following is a DFT calculation (the ωB97M-V functional and the def2-TZVPD basis) of a single C10H17F3O molecule.

Each line ends with the Mulliken charge.
Geometry (Å):
H (-3.610, -0.022, -1.020)  0.3812
F (1.869, 0.092, -0.315)  -0.2275
H (-0.936, 1.682, 2.275)  0.2956
H (-0.886, -3.795, -1.085)  0.2897
F (2.696, 0.489, 1.653)  -0.2774
C (-1.518, 0.068, -0.468)  -0.0271
H (-1.519, 1.180, -0.318)  0.3646
C (-1.467, -2.319, -2.567)  -0.5017
H (0.428, -0.959, 1.438)  0.3623
C (-0.426, -0.423, 1.834)  -0.8394
H (-2.944, -2.405, -1.002)  0.3353
F (2.929, 1.935, 0.055)  -0.2608
C (-0.031, 1.046, 2.104)  -0.6725
C (-0.436, -2.960, -1.636)  -0.8762
C (-2.641, -0.300, -1.445)  -1.1734
H (-3.589, -1.847, -2.557)  0.3185
C (2.093, 1.065, 0.596)  0.8071
H (-2.541, -0.210, 1.406)  0.3370
H (-0.004, -2.252, -0.907)  0.0553
O (0.451, 2.758, 0.468)  -0.5262
H (-1.803, -1.681, 0.787)  0.2750
H (-2.507, 0.304, -2.351)  0.3747
H (-1.019, -1.512, -3.141)  0.3334
C (-2.721, -1.765, -1.862)  -0.5749
H (-1.791, -3.087, -3.295)  0.3383
C (-1.636, -0.598, 0.906)  -0.4443
H (-0.573, -0.173, -0.944)  0.0857
H (0.421, -3.369, -2.225)  0.3396
C (0.765, 1.729, 1.014)  0.3188
H (-0.670, -0.890, 2.805)  0.3555
H (0.603, 1.076, 2.992)  0.4339

Calculated values
* net charge: 0

---

Record 2
The following is a DFT calculation (the ωB97M-V functional and the def2-TZVPD basis) of 2 unconnected molecules or ions with the total composition C6H14N4O at a distorted geometry.

Each line ends with the Mulliken charge.
Geometry (Å):
C (-0.323, 1.605, 1.999)  -0.8013
N (-0.234, -0.460, 0.560)  -0.0878
N (1.696, 0.583, -0.149)  -0.2379
H (0.593, 0.175, -2.907)  0.2920
H (0.820, -3.395, -3.117)  0.4339
H (-2.302, 2.510, 4.407)  0.2579
H (2.465, 0.768, -0.776)  0.2703
H (-0.762, 3.472, 2.869)  0.3683
H (-1.992, 0.892, 3.708)  0.3049
H (1.891, 1.128, 0.726)  0.1164
H (-0.186, 2.243, 1.121)  0.4976
H (0.021, -0.883, -4.245)  0.3781
H (0.311, -3.444, -1.501)  0.3731
N (-1.967, 1.966, 3.684)  -0.1116
H (1.785, -0.603, -4.014)  0.2935
H (0.680, 1.308, 2.291)  0.3927
C (-1.064, 2.394, 2.943)  -0.0742
C (-0.860, 0.212, 1.631)  0.6264
C (0.145, -2.921, -2.439)  -0.7397
H (-0.565, -1.385, 0.451)  0.2010
N (0.922, -1.785, -2.518)  0.0022
C (0.783, -0.692, -3.454)  -0.6183
H (-0.785, -3.085, -3.019)  0.3679
C (0.762, -0.308, -0.364)  0.0715
O (-1.837, -0.296, 2.115)  -0.5768

Calculated values
* net charge: +2

---

Record 3
The following is a DFT calculation (the ωB97M-V functional and the def2-TZVPD basis) of a molecular structure, C5H9N at a distorted geometry.

Each line ends with the Mulliken charge.
Geometry (Å):
H (2.409, -0.882, 0.679)  0.3069
C (-0.491, 0.385, -0.308)  0.5073
C (-2.015, -0.578, 0.382)  -0.2789
H (0.182, 2.381, -0.342)  0.3147
H (1.999, 0.168, -0.851)  0.3052
C (0.515, -0.185, 0.667)  -0.3793
H (1.559, -1.461, -0.806)  0.3417
H (-1.916, -1.373, 1.155)  0.2743
H (0.849, 0.463, 1.407)  0.3959
H (-0.690, 1.749, -1.951)  0.2667
H (-2.680, 0.232, 0.743)  0.2688
H (0.115, -1.179, 1.038)  0.1881
C (-0.309, 1.637, -0.915)  -0.8227
C (1.678, -0.634, -0.116)  -1.1960
N (-1.205, -0.725, -0.781)  -0.4929

Calculated values
* net charge: 0

---

Record 4
The following is a DFT calculation (the ωB97M-V functional and the def2-TZVPD basis) of a single HNOS2 molecule at a distorted geometry.

Each line ends with the Mulliken charge.
Geometry (Å):
H (1.494, -0.056, 0.336)  0.2792
S (-0.707, 1.274, 0.263)  0.0364
N (0.627, 0.338, -0.431)  -0.2181
S (-1.340, -0.691, 0.480)  0.1019
O (-0.073, -0.864, -0.647)  -0.1994

Calculated values
* net charge: 0

---

Values for energy relative to the best compared isomer or geometry (same formula, charge and spin), kcal/mol, ordered as above
0.00; 101.97; 129.15; 51.67